The following is a DFT calculation (ωB97M-V/def2-TZVPD) of a structure of composition C27H35BeN7O2S3 at a distorted geometry.

Values from the calculation:
Frontier orbital gap   7.48 eV
M   594.84 g mol⁻¹
Charge   +2
Spin multiplicity   1
E_LUMO   -5.5048 eV

```
75
C27H35BeN7O2S3 (ωB97M-V/def2-TZVPD)
Be 0.405 0.391 -0.552
C -2.407 1.029 4.924
N -1.201 0.961 4.073
C -0.102 0.154 4.303
C 0.816 0.437 3.368
N 0.266 1.391 2.452
C -0.979 1.804 2.983
S -1.919 3.071 2.444
C 1.022 2.146 1.546
C 1.600 3.305 2.030
C 1.940 4.338 1.197
C 1.947 4.057 -0.166
C 1.660 2.817 -0.644
N 1.068 1.881 0.180
H -2.220 1.424 5.946
H -2.753 -0.010 5.016
H -3.190 1.563 4.353
H 0.075 -0.431 5.215
H 1.797 -0.023 3.208
H 1.734 3.416 3.101
H 2.015 5.365 1.581
H 2.208 4.852 -0.878
H 1.836 2.580 -1.661
C 1.004 -5.083 -0.044
C -0.053 -3.953 -0.151
C -0.462 -3.419 1.208
S -1.129 -1.776 1.242
O -0.193 -0.831 0.417
C -2.651 -1.784 0.168
C -3.353 -0.474 0.412
C -4.565 -0.210 -0.508
H 1.421 -5.207 -1.103
H 0.490 -5.982 0.262
H 1.847 -4.843 0.600
H -0.879 -4.389 -0.771
H 0.399 -3.168 -0.841
H 0.436 -3.318 1.834
H -1.336 -3.914 1.630
H -3.286 -2.606 0.483
H -2.323 -1.969 -0.830
H -2.714 0.398 0.257
H -3.750 -0.459 1.444
H -4.289 -0.056 -1.558
H -5.097 0.664 -0.230
H -5.269 -1.017 -0.409
S 3.929 -0.880 -2.861
C 2.408 -0.279 -2.492
N 1.943 -0.230 -1.244
C 3.004 -0.691 -0.410
C 3.010 -0.749 1.000
C 4.218 -0.746 1.713
C 5.425 -0.937 1.031
C 5.383 -1.125 -0.349
C 4.201 -0.966 -1.066
H 1.669 -0.146 -3.307
H 2.026 -0.757 1.510
H 4.302 -0.650 2.792
H 6.371 -1.007 1.523
H 6.288 -1.393 -0.878
C -1.338 -0.461 -5.364
N -1.260 0.398 -4.164
C -1.723 1.716 -4.309
C -1.685 2.554 -3.280
C -1.417 1.951 -2.004
N -0.772 0.776 -1.852
C -0.933 -0.105 -2.915
O -0.531 -1.295 -2.863
N -1.883 2.651 -0.975
H -0.774 0.045 -6.149
H -2.416 -0.572 -5.643
H -0.889 -1.430 -5.221
H -2.018 1.899 -5.340
H -2.146 3.566 -3.280
H -2.528 3.388 -1.176
H -1.728 2.352 0.044
```

In elementary charge units, the Löwdin charges are: atom 1 (Be): 0.121, atom 2 (C): -0.012, atom 3 (N): -0.113, atom 4 (C): -0.050, atom 5 (C): -0.046, atom 6 (N): -0.015, atom 7 (C): -0.722, atom 8 (S): 0.681, atom 9 (C): -0.236, atom 10 (C): 0.015, atom 11 (C): 0.010, atom 12 (C): -0.027, atom 13 (C): -0.061, atom 14 (N): 0.118, atom 15 (H): 0.113, atom 16 (H): 0.095, atom 17 (H): 0.068, atom 18 (H): 0.150, atom 19 (H): 0.108, atom 20 (H): 0.143, atom 21 (H): 0.146, atom 22 (H): 0.135, atom 23 (H): 0.113, atom 24 (C): -0.096, atom 25 (C): -0.290, atom 26 (C): -0.343, atom 27 (S): 1.072, atom 28 (O): -0.482, atom 29 (C): -0.277, atom 30 (C): -0.301, atom 31 (C): -0.074, atom 32 (H): 0.106, atom 33 (H): 0.072, atom 34 (H): 0.070, atom 35 (H): 0.129, atom 36 (H): 0.113, atom 37 (H): 0.105, atom 38 (H): 0.106, atom 39 (H): 0.111, atom 40 (H): 0.083, atom 41 (H): 0.063, atom 42 (H): 0.122, atom 43 (H): 0.078, atom 44 (H): 0.066, atom 45 (H): 0.078, atom 46 (S): 1.154, atom 47 (C): -0.451, atom 48 (N): 0.034, atom 49 (C): -0.267, atom 50 (C): -0.024, atom 51 (C): -0.048, atom 52 (C): -0.047, atom 53 (C): -0.059, atom 54 (C): -0.383, atom 55 (H): 0.097, atom 56 (H): 0.070, atom 57 (H): 0.113, atom 58 (H): 0.114, atom 59 (H): 0.120, atom 60 (C): 0.010, atom 61 (N): -0.042, atom 62 (C): 0.001, atom 63 (C): 0.007, atom 64 (C): -0.338, atom 65 (N): 0.158, atom 66 (C): -0.456, atom 67 (O): 0.020, atom 68 (N): 0.201, atom 69 (H): 0.101, atom 70 (H): 0.121, atom 71 (H): 0.088, atom 72 (H): 0.148, atom 73 (H): 0.144, atom 74 (H): 0.120, atom 75 (H): 0.048

The following is a DFT calculation (ωB97M-V/def2-TZVPD) of a structure of composition C27H35ClN4O4P2Pd at a distorted geometry.

Values from the calculation:
Frontier orbital gap (alpha / beta)   5.42 / 2.52 eV
M   683.42 g mol⁻¹
Spin multiplicity   3
E_LUMO (alpha / beta)   -2.0860 / -4.9880 eV

```
74
C27H35ClN4O4P2Pd (ωB97M-V/def2-TZVPD)
Pd 0.606 1.521 1.106
C -0.371 -4.670 2.217
C 0.315 -3.549 1.970
C 0.296 -2.764 0.695
C -0.919 -1.866 0.443
C -2.312 -2.451 0.409
C -2.656 -3.718 0.227
C -1.728 -4.864 0.004
C -1.225 -5.508 1.310
C -0.319 0.585 2.672
H -0.268 -5.076 3.222
H 1.017 -3.202 2.736
H 0.504 -3.375 -0.190
H 1.148 -2.089 0.827
H -0.897 -1.142 1.275
H -0.738 -1.278 -0.483
H -3.095 -1.691 0.507
H -3.716 -3.987 0.180
H -0.880 -4.615 -0.643
H -2.301 -5.656 -0.501
H -2.074 -5.815 1.954
H -0.692 -6.445 1.047
H 0.387 -0.187 3.044
H -1.329 0.203 2.406
H -0.384 1.499 3.317
P -0.894 2.521 -0.276
P 2.300 1.368 -0.287
N -2.365 2.072 -1.321
N -1.304 4.196 -0.068
N 2.343 0.245 -1.653
N 3.967 1.653 -0.125
C 0.287 2.597 -1.678
C 1.710 2.870 -1.162
C -3.405 1.172 -1.092
C -4.240 1.153 -2.217
C -3.709 2.101 -3.147
C -2.584 2.651 -2.572
C -1.584 4.841 1.144
C -1.714 6.198 0.892
C -1.506 6.401 -0.509
C -1.264 5.170 -1.074
C 1.997 -1.109 -1.693
C 2.040 -1.547 -3.015
C 2.434 -0.430 -3.812
C 2.576 0.647 -2.972
C 4.892 1.733 -1.187
C 6.023 2.366 -0.726
C 5.803 2.712 0.645
C 4.530 2.297 0.990
H 0.018 3.368 -2.399
H 0.183 1.621 -2.182
H 2.413 3.136 -1.955
H 1.722 3.655 -0.383
H -3.462 0.627 -0.168
H -5.098 0.529 -2.396
H -4.071 2.345 -4.141
H -1.894 3.377 -2.984
H -1.655 4.273 2.065
H -1.934 6.986 1.601
H -1.533 7.328 -1.067
H -1.019 4.910 -2.097
H 1.860 -1.673 -0.787
H 1.843 -2.545 -3.374
H 2.648 -0.417 -4.871
H 2.873 1.665 -3.190
H 4.652 1.342 -2.164
H 6.891 2.574 -1.331
H 6.508 3.221 1.281
H 3.955 2.380 1.905
O -0.864 -7.289 4.521
Cl -1.921 -6.498 5.173
O -3.063 -7.343 5.503
O -1.394 -5.869 6.385
O -2.359 -5.441 4.223
```

In elementary charge units, the Löwdin charges are: atom 1 (Pd): 0.505, atom 2 (C): -0.088, atom 3 (C): -0.106, atom 4 (C): -0.242, atom 5 (C): -0.207, atom 6 (C): -0.104, atom 7 (C): -0.096, atom 8 (C): -0.198, atom 9 (C): -0.168, atom 10 (C): -0.157, atom 11 (H): 0.085, atom 12 (H): 0.097, atom 13 (H): 0.100, atom 14 (H): 0.066, atom 15 (H): 0.034, atom 16 (H): 0.099, atom 17 (H): 0.083, atom 18 (H): 0.112, atom 19 (H): 0.096, atom 20 (H): 0.111, atom 21 (H): 0.107, atom 22 (H): 0.129, atom 23 (H): 0.037, atom 24 (H): 0.022, atom 25 (H): 0.023, atom 26 (P): 1.023, atom 27 (P): 0.936, atom 28 (N): -0.199, atom 29 (N): -0.252, atom 30 (N): -0.215, atom 31 (N): -0.251, atom 32 (C): -0.383, atom 33 (C): -0.355, atom 34 (C): -0.122, atom 35 (C): -0.069, atom 36 (C): -0.077, atom 37 (C): -0.166, atom 38 (C): -0.125, atom 39 (C): -0.074, atom 40 (C): -0.067, atom 41 (C): -0.137, atom 42 (C): -0.102, atom 43 (C): -0.048, atom 44 (C): -0.065, atom 45 (C): -0.188, atom 46 (C): -0.107, atom 47 (C): -0.062, atom 48 (C): -0.069, atom 49 (C): -0.124, atom 50 (H): 0.060, atom 51 (H): 0.094, atom 52 (H): 0.085, atom 53 (H): 0.089, atom 54 (H): 0.089, atom 55 (H): 0.096, atom 56 (H): 0.103, atom 57 (H): 0.080, atom 58 (H): 0.102, atom 59 (H): 0.102, atom 60 (H): 0.105, atom 61 (H): 0.087, atom 62 (H): 0.070, atom 63 (H): 0.104, atom 64 (H): 0.106, atom 65 (H): 0.100, atom 66 (H): 0.092, atom 67 (H): 0.105, atom 68 (H): 0.101, atom 69 (H): 0.102, atom 70 (O): -0.399, atom 71 (Cl): 0.679, atom 72 (O): -0.380, atom 73 (O): -0.390, atom 74 (O): -0.422

The following is a DFT calculation (ωB97M-V/def2-TZVPD) of a structure of composition C27H35CoN4O6Sb at a distorted geometry.

Values from the calculation:
Frontier orbital gap (alpha / beta)   3.97 / 5.94 eV
M   692.29 g mol⁻¹
Charge   +1
Spin multiplicity   5
E_LUMO (alpha / beta)   -4.3601 / -5.4913 eV

```
74
C27H35CoN4O6Sb (ωB97M-V/def2-TZVPD)
O 1.877 -0.076 -3.579
H 1.726 0.693 -4.202
Co -0.465 0.300 0.063
N -0.228 2.165 -0.241
N 1.374 0.441 0.334
N -2.330 0.119 0.035
N -0.533 -1.463 0.600
O -1.228 2.980 -0.395
O -3.204 1.083 -0.397
O 0.515 -2.288 0.604
O 2.178 -0.588 0.319
C 1.945 1.682 0.150
C 1.044 2.643 -0.407
C -2.791 -1.153 0.081
C -1.751 -2.051 0.501
C 1.408 4.001 -0.892
H 1.595 3.957 -1.986
H 2.342 4.320 -0.395
H 0.580 4.698 -0.675
C 3.346 1.920 0.575
H 4.093 1.191 0.234
H 3.376 1.874 1.671
H 3.719 2.917 0.303
C -4.208 -1.592 -0.144
C -1.943 -3.325 1.256
H -4.643 -1.108 -1.040
H -4.736 -1.269 0.766
H -4.293 -2.696 -0.240
H -1.024 -3.934 1.294
H -2.749 -3.943 0.827
H -2.188 -3.082 2.320
H -2.585 1.896 -0.474
H 1.330 -1.558 0.453
C 2.539 -1.847 -3.234
H 3.527 -1.414 -3.397
H 1.685 -2.112 -3.877
H 2.532 -2.611 -2.411
O -0.190 -0.314 -1.660
H 1.115 0.138 -2.968
H -1.059 -0.608 -2.054
C -4.661 -1.909 4.537
C -4.828 -1.139 3.378
C -3.812 -0.266 2.965
C -2.600 -0.242 3.664
C -2.431 -0.976 4.844
C -3.471 -1.818 5.272
Sb -1.013 1.019 2.892
C -1.694 2.921 3.708
C -1.976 3.952 2.808
C -2.501 5.160 3.293
C -2.728 5.319 4.668
C -2.435 4.277 5.562
C -1.913 3.063 5.080
C 0.879 0.564 3.843
C 1.774 1.612 4.092
C 3.007 1.329 4.700
C 3.323 0.015 5.076
C 2.422 -1.026 4.810
C 1.206 -0.757 4.161
H -5.463 -2.574 4.865
H -5.754 -1.199 2.795
H -3.969 0.381 2.099
H -1.512 -0.901 5.424
H -3.342 -2.408 6.184
H -1.797 3.827 1.736
H -2.729 5.967 2.591
H -3.137 6.262 5.044
H -2.610 4.400 6.633
H -1.691 2.250 5.779
H 1.517 2.647 3.837
H 3.715 2.143 4.882
H 4.278 -0.198 5.565
H 2.659 -2.050 5.107
H 0.526 -1.581 3.916
```

In elementary charge units, the Löwdin charges are: atom 1 (O): -0.185, atom 2 (H): 0.093, atom 3 (Co): 0.458, atom 4 (N): -0.130, atom 5 (N): -0.083, atom 6 (N): -0.119, atom 7 (N): -0.112, atom 8 (O): -0.057, atom 9 (O): 0.007, atom 10 (O): 0.004, atom 11 (O): 0.045, atom 12 (C): -0.163, atom 13 (C): -0.181, atom 14 (C): -0.218, atom 15 (C): -0.198, atom 16 (C): 0.021, atom 17 (H): 0.118, atom 18 (H): 0.089, atom 19 (H): 0.098, atom 20 (C): 0.022, atom 21 (H): 0.109, atom 22 (H): 0.092, atom 23 (H): 0.089, atom 24 (C): 0.028, atom 25 (C): 0.016, atom 26 (H): 0.109, atom 27 (H): 0.069, atom 28 (H): 0.102, atom 29 (H): 0.096, atom 30 (H): 0.091, atom 31 (H): 0.107, atom 32 (H): 0.093, atom 33 (H): 0.025, atom 34 (C): -0.032, atom 35 (H): 0.014, atom 36 (H): 0.021, atom 37 (H): 0.001, atom 38 (O): -0.239, atom 39 (H): 0.029, atom 40 (H): 0.064, atom 41 (C): -0.068, atom 42 (C): -0.082, atom 43 (C): -0.151, atom 44 (C): -0.361, atom 45 (C): -0.124, atom 46 (C): -0.070, atom 47 (Sb): 1.622, atom 48 (C): -0.366, atom 49 (C): -0.137, atom 50 (C): -0.074, atom 51 (C): -0.072, atom 52 (C): -0.069, atom 53 (C): -0.118, atom 54 (C): -0.385, atom 55 (C): -0.150, atom 56 (C): -0.082, atom 57 (C): -0.068, atom 58 (C): -0.067, atom 59 (C): -0.137, atom 60 (H): 0.112, atom 61 (H): 0.111, atom 62 (H): 0.092, atom 63 (H): 0.096, atom 64 (H): 0.112, atom 65 (H): 0.069, atom 66 (H): 0.110, atom 67 (H): 0.112, atom 68 (H): 0.110, atom 69 (H): 0.104, atom 70 (H): 0.103, atom 71 (H): 0.111, atom 72 (H): 0.112, atom 73 (H): 0.112, atom 74 (H): 0.099